(1)
DFT (wB97M-V/def2-TZVPD) results for a cluster of 2 separate species, C3H6OS in total.

Results
E_HOMO: -9.08 eV
relative energy (zero: lowest compared OMol25 entry of this formula, charge and spin): 601.4 kJ/mol
frontier orbital gap: 7.82 eV

Each line ends with the Mulliken charge.
CARTESIAN COORDINATES (ANGSTROEM)
C 2.09807 -0.23722 -0.26729  -0.80
C 0.58765 0.29216 -0.71204  0.35
C -0.02002 0.71273 0.50646  -0.29
H 3.01645 -0.20918 -1.07580  0.26
H 1.91385 -1.25547 0.14146  0.25
H 2.79619 0.23398 0.65512  0.27
H 0.67042 1.41258 -1.18489  0.22
H -0.74083 -1.76261 0.05499  0.24
H 0.33609 1.66020 0.97837  0.35
O -0.09614 -0.60391 -1.41598  -0.66
S -1.45108 0.00911 0.91223  -0.20

Force components x, y, z for each atom (eV/Å):
C 3.526 0.810 0.657
C 2.684 -0.076 -1.533
C -2.161 1.384 1.681
H -2.996 -0.406 1.386
H 0.175 0.461 -0.804
H -2.563 -0.417 -2.048
H -0.069 -2.204 0.331
H -0.174 3.338 -0.800
H -0.239 -1.117 -0.061
O 0.684 -0.547 0.814
S 1.134 -1.225 0.378

***

(2)
DFT (wB97M-V/def2-TZVPD) results for a structure of composition C30H41F7Ge2N2O2Rb.

Results
E_HOMO: -4.07 eV
relative energy (zero: lowest compared OMol25 entry of this formula, charge and spin): 91.6 kJ/mol
frontier orbital gap: 6.27 eV
net charge: -1

Each line ends with the Mulliken charge.
CARTESIAN COORDINATES (ANGSTROEM)
Rb 1.66000 -0.82377 1.83244  0.46
C 2.98650 -0.07947 -1.44356  -0.33
C 4.37830 -0.05587 -0.81316  -1.21
N 4.39900 0.35443 0.58554  1.26
C 5.58600 -0.16737 1.25504  -0.78
C 5.43290 -1.60427 1.74604  -1.02
C 4.34460 1.80953 0.67864  -1.38
C 3.91410 2.35473 2.04324  -0.79
N 2.61690 1.85223 2.40654  0.04
C 1.90430 2.42573 3.33734  0.18
C 0.64890 1.83673 3.69944  -0.23
F 0.26100 0.67893 3.05134  -0.16
C -0.21570 2.33843 4.63084  0.01
F -1.38950 1.68803 4.84294  -0.34
C 0.06640 3.48443 5.35854  -0.65
C 1.28950 4.08023 5.07704  0.10
F 1.63310 5.18823 5.78924  -0.35
C 2.15560 3.61223 4.11864  0.60
F 3.31000 4.32813 3.93554  -0.36
H 3.09580 -0.23357 -2.51776  0.49
H 2.45210 0.85663 -1.28316  0.12
H 2.40000 -0.90327 -1.02866  -0.06
H 5.03590 0.60693 -1.40936  0.30
H 4.77870 -1.06957 -0.87786  0.43
H 5.78520 0.45683 2.12604  0.35
H 6.46170 -0.09017 0.58534  0.34
H 4.69120 -1.64937 2.54484  0.09
H 6.38760 -1.93667 2.14764  0.43
H 5.13370 -2.29417 0.95884  0.29
H 3.63380 2.17993 -0.06066  0.35
H 5.32930 2.24893 0.43614  0.32
H 3.94950 3.44983 1.95824  0.45
H 4.65980 2.07793 2.80684  0.34
H -0.61630 3.87043 6.09284  0.50
C -0.12140 2.47823 -2.86566  -1.23
C 0.20140 1.20573 -3.62916  -0.57
Ge -0.69160 -0.41147 -2.78166  0.13
C 0.25720 -2.08597 -3.39126  -0.38
C 0.25800 -2.23727 -4.90126  -1.33
C -2.54710 -0.43107 -3.49506  0.15
C -3.39230 -0.42807 -2.45126  -0.72
Ge -2.21720 -0.38387 -0.80216  -0.08
C -2.13520 1.28943 0.32924  0.45
C -3.41590 1.74193 1.01244  -1.36
C -2.25930 -2.04677 0.31654  -0.29
C -3.63540 -2.47557 0.79774  -1.34
C -4.84300 -0.48327 -2.51016  0.53
C -5.51990 -0.78097 -3.69606  -0.55
C -6.89910 -0.81457 -3.73346  -0.68
C -7.63810 -0.54977 -2.59186  -0.43
C -6.98140 -0.26897 -1.40486  -0.95
C -5.60090 -0.24157 -1.36476  0.24
H 0.30730 3.35583 -3.35066  0.40
H 0.26990 2.42683 -1.85056  0.18
H -1.20040 2.61693 -2.80886  0.34
H 1.27870 1.06023 -3.68346  0.33
H -0.17390 1.28703 -4.65066  0.55
H -0.24130 -2.93767 -2.93106  0.40
H 1.27950 -2.08007 -3.01986  0.27
H -0.76240 -2.28857 -5.27546  0.32
H 0.77820 -3.14597 -5.20196  0.39
H 0.75970 -1.39027 -5.36416  0.32
H -2.88540 -0.43717 -4.52476  0.34
H -1.75470 2.09673 -0.29686  0.32
H -1.38040 1.05963 1.08314  -0.34
H -4.17730 2.00283 0.27624  0.39
H -3.21540 2.62363 1.62314  0.38
H -3.80670 0.96243 1.66564  0.30
H -1.59920 -1.87137 1.16654  0.26
H -1.81160 -2.84387 -0.27556  0.39
H -4.07190 -1.72447 1.45304  0.28
H -3.56110 -3.40627 1.35834  0.39
H -4.30970 -2.63707 -0.04306  0.34
H -4.95650 -0.99937 -4.59206  0.32
H -7.40420 -1.04877 -4.66086  0.38
H -8.71770 -0.57487 -2.62816  0.38
H -7.54940 -0.07127 -0.50816  0.39
H -5.07990 -0.03487 -0.43936  0.43
F 3.04040 -3.68107 4.05284  -0.27
C 1.83090 -3.79517 3.46144  0.95
F 1.05310 -2.86337 4.07654  -0.22
F 1.33260 -4.98967 3.83084  -0.29
C 1.90360 -3.59477 1.86554  0.35
O 2.96090 -3.92517 1.35584  -0.64
O 0.88600 -3.09917 1.38794  -0.72

Force components x, y, z for each atom (eV/Å):
Rb 1.405 0.914 -0.669
C 0.266 -0.006 0.218
C -0.072 -0.076 -0.154
N -0.124 -0.038 -0.065
C 0.036 -0.215 0.115
C -0.026 0.348 -0.141
C -0.066 0.206 0.415
C 0.026 0.075 -0.055
N 0.076 -0.380 -0.474
C -0.240 0.396 0.439
C -0.306 -0.031 0.042
F -0.628 1.214 0.782
C -0.133 0.003 0.030
F 0.235 0.134 -0.027
C 0.121 -0.078 -0.063
C -0.272 0.074 0.179
F 0.004 -0.245 -0.289
C 0.182 0.041 0.017
F -0.188 -0.214 0.038
H -0.144 -0.049 -0.033
H -0.059 0.043 -0.002
H -0.034 0.029 -0.100
H 0.016 -0.147 0.049
H 0.103 0.056 -0.021
H 0.059 0.078 -0.064
H 0.002 0.075 0.064
H 0.003 -0.108 -0.036
H 0.070 -0.143 0.095
H -0.072 -0.039 0.018
H -0.055 -0.022 -0.021
H 0.019 -0.037 -0.122
H 0.079 -0.112 -0.017
H 0.057 0.106 -0.089
H -0.030 0.083 0.115
C 0.012 0.005 -0.016
C -0.180 -0.555 0.488
Ge 0.075 -0.093 -0.751
C -0.259 0.461 0.456
C -0.057 0.110 0.080
C 0.449 -0.022 0.300
C 0.844 0.020 0.583
Ge 0.408 0.134 -0.108
C -0.084 -0.604 -0.456
C 0.024 -0.055 -0.052
C 0.087 0.556 -0.349
C -0.003 0.064 -0.079
C -0.679 0.013 -0.058
C 0.057 -0.005 0.072
C -0.069 0.000 -0.148
C -0.065 -0.011 0.078
C -0.196 0.030 0.048
C 0.215 -0.049 -0.159
H 0.002 0.101 0.011
H -0.017 0.088 0.109
H -0.099 0.109 0.091
H 0.088 -0.107 -0.014
H -0.025 -0.179 -0.055
H -0.043 -0.031 0.136
H 0.077 0.042 0.157
H -0.072 0.019 -0.185
H 0.036 -0.072 -0.092
H 0.016 0.074 -0.212
H -0.117 -0.014 -0.198
H 0.127 -0.082 -0.039
H 0.127 0.069 -0.008
H -0.090 0.015 0.059
H -0.093 0.007 0.062
H -0.128 0.005 0.068
H 0.113 -0.067 -0.020
H 0.141 0.028 -0.015
H -0.160 0.048 0.071
H -0.060 -0.076 0.071
H -0.124 -0.013 0.015
H 0.035 -0.011 -0.037
H -0.031 -0.017 -0.046
H -0.076 0.002 0.024
H -0.055 0.015 0.103
H -0.043 0.039 0.101
F -0.040 -0.078 -0.187
C 0.234 0.116 0.078
F -0.029 0.039 -0.278
F -0.002 -0.064 -0.222
C 0.113 -1.059 1.083
O 0.745 -0.128 -0.180
O -1.437 -0.749 -0.553

***

(3)
DFT (wB97M-V/def2-TZVPD) results for a structure of composition C4H9O3Pd.

Results
multiplicity: 4
E_HOMO (spin up / spin down): -6.50 / -7.96 eV
<S²>: 3.758
relative energy (zero: lowest compared OMol25 entry of this formula, charge and spin): 99.5 kJ/mol
frontier orbital gap (spin up / spin down): 6.74 / 7.90 eV

Each line ends with the Löwdin spin population.
CARTESIAN COORDINATES (ANGSTROEM)
C 2.11302 -0.33621 -1.77955  0.03
O 1.15476 0.67631 -1.46854  0.14
H 2.90936 0.07605 -2.41183  0.01
H 2.53380 -0.74642 -0.85368  0.00
H 1.59469 -1.13755 -2.32085  0.00
O -1.49103 1.43276 -0.36486  0.34
C -2.01667 1.00480 0.86911  0.15
C -1.04737 0.51368 1.92790  0.61
O -0.23708 -0.58244 1.87989  0.25
C -0.00712 -1.22931 0.58411  0.26
Pd -0.25904 0.22975 -0.65675  1.05
H -2.73466 0.17404 0.66764  0.03
H -2.58285 1.82307 1.35357  0.02
H 1.55486 1.58235 -1.45202  0.02
H -1.62654 0.31056 2.82734  0.03
H -0.79009 -2.00313 0.46439  0.03
H 0.93195 -1.78832 0.73413  0.03

Force components x, y, z for each atom (eV/Å):
C 0.998 -0.502 -0.432
O 11.469 5.158 -6.656
H -0.186 -0.088 0.134
H -0.088 0.162 -0.207
H 0.105 0.321 0.158
O -5.090 4.992 1.738
C -0.436 -0.118 -0.046
C -0.834 -0.797 1.038
O 0.138 -0.276 -0.766
C -0.012 -2.115 2.529
Pd -6.246 -7.234 2.226
H 0.021 0.244 0.177
H 0.177 -0.219 -0.167
H -0.048 -1.060 -0.004
H 0.039 0.993 0.513
H 0.105 0.196 0.072
H -0.114 0.343 -0.307